# 1
C14H23N2PPb | ωB97M-V with the def2-TZVPD basis set

Results
- total charge = 0
- E_HOMO (eV) = -7.2379
- energy (eV) = -32404.4199
- M (g/mol) = 457.53
- energy above the lowest of the compared OMol25 structures with the same formula, charge and spin (kJ/mol) = 0.0

Element x y z (Å)
C1 0.4892 3.2358 -1.8767
C2 -0.7947 2.7796 -1.5871
C3 -0.9927 1.7866 -0.6058
C4 0.0901 1.2995 0.1218
C5 1.3780 1.7528 -0.1924
C6 1.5891 2.7429 -1.1728
C7 -2.4022 1.3172 -0.3433
C8 -2.6336 -0.1756 -0.0600
N1 -2.7541 -1.0310 -1.2146
Pb1 -0.2573 -0.0424 2.0174
C9 2.5677 1.0850 0.4824
P1 2.1237 -0.6880 0.8375
H1 -1.6590 3.1874 -2.1212
H2 2.6080 3.0901 -1.4135
H3 0.6384 3.9628 -2.6691
H4 2.8288 1.5813 1.4407
H5 3.4457 1.0975 -0.1849
H6 -2.7920 1.8406 0.5520
H7 -3.0305 1.5923 -1.2052
H8 -1.8816 -0.6123 0.6483
C10 3.5061 -1.4320 1.7144
C11 2.1584 -1.3458 -0.8543
H9 -3.5936 -0.2630 0.4734
C12 -1.5947 -1.1120 -2.0811
C13 -3.2921 -2.3492 -0.8860
H10 0.8272 -1.0659 4.6571
H11 -1.8404 -1.7123 -2.9703
H12 -1.2875 -0.1134 -2.4090
H13 -0.7499 -1.6007 -1.5530
H14 -3.5051 -2.9217 -1.7973
H15 -2.5647 -2.9266 -0.2821
H16 -4.2283 -2.2514 -0.3189
H17 3.1817 -1.3128 -1.2553
H18 1.8182 -2.3900 -0.8109
H19 1.4950 -0.7811 -1.5266
H20 4.4524 -1.3521 1.1667
H21 3.6214 -0.9744 2.7070
H22 3.2601 -2.4960 1.8457
H23 -0.6446 -1.8750 1.6970
N2 0.0315 0.7131 5.8201
C14 0.3881 -0.2398 5.2098

***

# 2
C14H23N5O2S | ωB97M-V with the def2-TZVPD basis set

Results
- structure (SMILES) = CC[C@@H](C)Nc1nc(SC(C(C)=O)C(C)=O)nc(N(C)C)n1
- total charge = 0
- E_HOMO (eV) = -8.8665
- energy (eV) = -37273.3733
- M (g/mol) = 325.44
- energy above the lowest of the compared OMol25 structures with the same formula, charge and spin (kJ/mol) = 10.0

Element x y z (Å)
C1 1.0554 -1.7291 -4.1686
C2 -0.2360 -1.0265 -3.7684
C3 0.0299 0.2719 -2.9921
C4 0.4757 1.4111 -3.9039
N1 -1.1555 0.6758 -2.2648
C5 -1.3394 0.4659 -0.9515
N2 -0.2676 0.2941 -0.1563
C6 -0.5835 0.0017 1.0921
S1 0.7007 -0.3614 2.2253
C7 2.1235 0.3652 1.3489
C8 3.4538 -0.0070 2.0027
C9 3.5265 -1.3941 2.5464
O1 4.3672 0.7778 1.9846
C10 2.2804 -0.1323 -0.0884
C11 2.8120 0.9494 -0.9870
O2 2.1558 -1.2868 -0.3993
N3 -1.7860 -0.0736 1.6141
C12 -2.7877 0.2191 0.7657
N4 -4.0328 0.2295 1.2520
C13 -5.1645 0.5322 0.4170
C14 -4.3041 -0.0727 2.6329
N5 -2.6013 0.4818 -0.5304
H1 1.6464 -1.1125 -4.8412
H2 1.6483 -1.9498 -3.2841
H3 0.8323 -2.6651 -4.6749
H4 -0.8368 -0.8096 -4.6555
H5 -0.8128 -1.6955 -3.1254
H6 0.7869 0.0684 -2.2360
H7 0.6290 2.3189 -3.3260
H8 -0.2822 1.6084 -4.6594
H9 1.4056 1.1574 -4.4035
H10 -2.0133 0.7542 -2.7923
H11 2.0056 1.4502 1.3572
H12 3.1234 -2.0871 1.8093
H13 4.5535 -1.6489 2.7943
H14 2.9053 -1.4637 3.4377
H15 3.0808 0.5433 -1.9586
H16 2.0723 1.7368 -1.1052
H17 3.6941 1.3798 -0.5127
H18 -5.8546 -0.3155 0.3955
H19 -5.6951 1.4057 0.8049
H20 -4.8070 0.7378 -0.5881
H21 -3.3626 -0.2845 3.1322
H22 -4.7933 0.7780 3.1143
H23 -4.9620 -0.9425 2.7046

***

# 3
C14H23NO2 | ωB97M-V with the def2-TZVPD basis set

Results
- structure (SMILES) = CCOc1ccc(OCC)c(N(CC)CC)c1
- total charge = 0
- E_HOMO (eV) = -7.3030
- energy (eV) = -20473.5044
- M (g/mol) = 237.34
- energy above the lowest of the compared OMol25 structures with the same formula, charge and spin (kJ/mol) = 243.9

Element x y z (Å)
C1 1.6868 -1.3241 -3.7070
C2 0.6931 -0.2823 -4.2396
O1 -0.5909 -0.3652 -3.5458
C3 -0.4262 0.2899 -2.3730
C4 -0.1772 1.6702 -2.0624
C5 -0.2370 2.1121 -0.7677
C6 -0.4893 1.1438 0.3010
O2 -0.6341 1.4949 1.5766
C7 -0.0189 2.6987 2.0990
C8 1.3582 2.5211 2.7039
C9 -0.6408 -0.1908 0.0863
N1 -0.7622 -1.2813 0.9903
C10 0.2394 -2.3763 0.9317
C11 1.6718 -1.8511 1.3129
C12 -1.6459 -1.2207 2.1867
C13 -3.0314 -0.5993 1.9205
C14 -0.6500 -0.5375 -1.2630
H1 1.2749 -2.3401 -3.6739
H2 1.9992 -1.1395 -2.6646
H3 2.5248 -1.3655 -4.4197
H4 0.3344 -0.6349 -5.1923
H5 1.1480 0.7259 -4.3591
H6 -0.2687 2.3824 -2.8870
H7 -0.1240 3.1661 -0.5642
H8 -0.0256 3.5282 1.3584
H9 -0.7051 2.9300 2.8593
H10 1.3704 1.6707 3.3594
H11 1.6711 3.4206 3.2759
H12 2.0207 2.3090 1.8790
H13 0.2254 -2.8611 -0.1359
H14 -0.0850 -3.0728 1.7088
H15 2.4385 -2.6787 1.1090
H16 2.0623 -0.9839 0.6756
H17 1.7368 -1.5192 2.3402
H18 -1.7912 -2.2441 2.4758
H19 -1.0410 -0.5882 2.8537
H20 -3.7841 -1.2341 1.4042
H21 -3.4599 -0.1062 2.7860
H22 -2.9493 0.2581 1.2318
H23 -0.9180 -1.5244 -1.5710

***

# 4
C14H24AlCl6O | ωB97M-V with the def2-TZVPD basis set

Results
- total charge = -1
- E_HOMO (eV) = -4.5351
- energy (eV) = -98688.0935
- M (g/mol) = 448.04

Element x y z (Å)
O1 -1.3253 -0.9292 -0.0741
Al1 0.0491 -1.5877 -1.1704
C1 0.1880 -0.4596 -2.8688
C2 1.3134 0.6631 -2.8658
C3 1.5579 1.3000 -1.4604
C4 0.4892 1.7509 -0.5703
C5 0.7288 2.3137 0.7556
C6 2.1138 2.4278 1.1912
C7 3.1972 2.0169 0.2962
C8 2.9497 1.4565 -1.0200
H1 -1.0084 -0.8626 0.8395
H2 1.4129 -1.4272 -0.3254
H3 -0.2999 -3.1314 -1.4332
H4 0.4143 -1.1642 -3.7200
H5 -0.7977 0.0398 -3.0875
H6 1.1141 1.4582 -3.6464
H7 2.2660 0.1608 -3.2074
H8 -0.5473 1.6055 -0.9518
H9 -0.1625 2.6084 1.3478
H10 2.3377 2.8258 2.2047
H11 4.2510 2.1298 0.6522
H12 3.8024 1.1301 -1.6658
Cl1 -0.3463 -5.6984 0.3593
C9 0.2052 -5.6641 2.0502
C10 0.4304 -4.2551 2.5536
Cl2 1.8231 -3.4699 1.7700
H13 1.1129 -6.2631 2.1215
H14 -0.5711 -6.1477 2.6455
H15 0.6414 -4.2774 3.6240
H16 -0.4450 -3.6258 2.3912
Cl3 -2.8061 3.9189 -6.0120
C11 -3.2389 2.4494 -5.0976
C12 -3.1706 2.6642 -3.6030
Cl4 -1.5018 2.8923 -3.0321
H17 -2.5760 1.6457 -5.4160
H18 -4.2572 2.1868 -5.3864
H19 -3.5634 1.7875 -3.0861
H20 -3.7547 3.5315 -3.2958
Cl5 -1.6486 -0.5848 5.9263
C13 -0.1800 0.3419 5.5200
C14 -0.2039 0.8619 4.1004
Cl6 -0.0741 -0.4439 2.9029
H21 0.6829 -0.2993 5.6958
H22 -0.1319 1.1782 6.2187
H23 0.6465 1.5256 3.9359
H24 -1.1170 1.4201 3.8937